{
  "formula": "C35H47N12OPSr",
  "method": "wB97M-V/def2-TZVPD",
  "elements": ["Sr", "C", "N", "C", "C", "N", "C", "C", "C", "C", "C", "C", "N", "C", "N", "C", "C", "C", "C", "C", "C", "N", "H", "H", "H", "H", "H", "H", "H", "H", "H", "H", "H", "H", "H", "H", "H", "N", "C", "O", "C", "C", "N", "C", "N", "H", "H", "N", "P", "N", "C", "C", "C", "C", "C", "N", "C", "C", "C", "C", "C", "N", "C", "C", "C", "C", "C", "H", "H", "H", "H", "H", "H", "H", "H", "H", "H", "H", "H", "H", "H", "H", "H", "H", "H", "H", "H", "H", "H", "H", "H", "H", "H", "H", "H", "H", "H"],
  "positions_angstrom": [[-0.080, 0.405, 1.857], [-0.789, 3.696, 3.388], [-0.675, 2.287, 3.736], [0.611, 1.851, 4.288], [1.799, 2.118, 3.420], [2.345, 1.264, 2.601], [3.422, 1.921, 2.018], [4.325, 1.479, 1.055], [5.308, 2.359, 0.654], [5.396, 3.653, 1.196], [4.504, 4.104, 2.148], [3.513, 3.211, 2.542], [2.464, 3.314, 3.440], [-0.611, 3.924, 1.907], [-0.154, 3.057, 1.039], [-0.209, 3.706, -0.194], [0.132, 3.232, -1.457], [-0.039, 4.090, -2.525], [-0.540, 5.390, -2.345], [-0.887, 5.867, -1.095], [-0.711, 4.993, -0.029], [-0.963, 5.106, 1.331], [-0.102, 4.354, 3.938], [-1.787, 4.040, 3.671], [-1.383, 2.038, 4.427], [0.523, 0.777, 4.502], [0.814, 2.297, 5.274], [4.248, 0.482, 0.642], [6.026, 2.050, -0.093], [6.183, 4.314, 0.858], [4.573, 5.102, 2.559], [2.266, 4.086, 4.052], [0.501, 2.221, -1.586], [0.209, 3.752, -3.522], [-0.663, 6.033, -3.206], [-1.281, 6.866, -0.960], [-1.382, 5.891, 1.798], [-2.754, -2.651, 3.377], [-2.289, -1.545, 4.003], [-1.275, -0.957, 3.546], [-2.953, -1.070, 5.167], [-4.116, -1.699, 5.665], [-5.056, -2.275, 6.009], [-2.482, 0.140, 5.708], [-2.071, 1.154, 6.087], [-2.348, -2.879, 2.485], [-3.619, -3.075, 3.667], [-0.390, -0.991, -0.032], [-0.580, -1.799, -1.306], [-0.719, -3.486, -1.236], [-2.054, -4.053, -0.997], [-1.945, -5.441, -0.384], [-1.256, -5.371, 0.979], [0.022, -4.508, 0.912], [0.380, -4.159, -0.531], [-1.991, -1.421, -2.153], [-2.091, -1.626, -3.587], [-1.628, -0.374, -4.356], [-1.832, 0.875, -3.489], [-3.107, 0.725, -2.666], [-2.935, -0.432, -1.662], [0.710, -1.692, -2.397], [1.135, -2.692, -3.362], [2.551, -3.209, -3.042], [3.359, -2.142, -2.295], [2.961, -0.767, -2.813], [1.506, -0.469, -2.431], [-2.604, -4.096, -1.941], [-2.640, -3.416, -0.318], [-1.391, -6.097, -1.061], [-2.946, -5.864, -0.281], [-1.033, -6.376, 1.340], [-1.959, -4.942, 1.697], [0.864, -5.031, 1.370], [-0.114, -3.569, 1.452], [0.671, -5.064, -1.075], [1.237, -3.485, -0.538], [-3.138, -1.845, -3.830], [-1.515, -2.503, -3.879], [-2.201, -0.284, -5.284], [-0.575, -0.466, -4.632], [-1.859, 1.774, -4.108], [-0.993, 0.980, -2.794], [-3.950, 0.529, -3.336], [-3.335, 1.648, -2.129], [-3.909, -0.902, -1.466], [-2.539, -0.060, -0.716], [1.122, -2.254, -4.370], [0.425, -3.515, -3.356], [3.052, -3.469, -3.979], [2.497, -4.120, -2.443], [4.429, -2.318, -2.413], [3.136, -2.192, -1.225], [3.078, -0.749, -3.901], [3.609, 0.017, -2.414], [1.087, 0.262, -3.139], [1.452, -0.034, -1.430]],
  "forces_ev_per_a": [[-0.502, -1.003, -0.764], [-0.098, -0.074, -0.162], [0.165, 0.253, -0.150], [0.011, 0.071, 0.890], [0.305, 0.378, 0.254], [-0.230, -0.247, -0.223], [-0.178, 0.009, 0.059], [0.021, -0.021, -0.029], [-0.013, 0.025, 0.016], [0.007, -0.015, -0.015], [-0.024, -0.005, 0.012], [0.052, 0.134, 0.021], [-0.022, -0.233, -0.094], [-0.082, -0.055, 0.106], [-0.156, -0.064, 0.358], [0.103, -0.244, -0.001], [0.038, -0.026, -0.009], [-0.024, 0.061, 0.031], [0.010, -0.050, 0.018], [0.006, -0.023, -0.034], [-0.071, 0.161, 0.035], [0.101, 0.053, -0.089], [0.078, -0.116, 0.023], [-0.028, -0.049, -0.071], [0.017, -0.090, -0.005], [0.093, 0.151, -0.147], [-0.100, 0.085, -0.104], [0.005, -0.008, 0.001], [0.015, 0.014, -0.006], [0.009, -0.005, -0.012], [0.011, 0.008, -0.004], [0.023, -0.003, 0.005], [0.002, 0.041, 0.000], [-0.002, 0.005, -0.018], [0.005, -0.001, -0.018], [-0.002, 0.011, -0.006], [0.019, -0.015, 0.014], [0.033, 0.037, 0.039], [0.021, 0.025, 0.048], [0.337, 0.286, -0.339], [-0.061, 0.155, 0.097], [0.101, -0.015, -0.045], [-0.038, -0.007, 0.008], [-0.112, -0.111, -0.051], [0.060, 0.054, 0.029], [-0.027, -0.002, 0.010], [0.019, -0.022, -0.050], [0.125, 0.566, 0.602], [-0.060, -0.071, -0.172], [0.069, -0.043, 0.083], [0.010, 0.052, 0.005], [-0.050, 0.006, 0.013], [0.021, 0.008, -0.049], [-0.012, -0.002, -0.030], [-0.112, 0.091, 0.044], [0.040, -0.065, -0.090], [-0.008, 0.038, 0.071], [0.018, 0.014, -0.005], [-0.031, -0.092, 0.009], [0.039, 0.031, 0.032], [0.054, 0.021, 0.030], [0.085, 0.077, -0.027], [-0.028, 0.049, 0.001], [0.025, -0.003, -0.012], [-0.045, 0.008, -0.026], [0.025, 0.017, 0.020], [-0.076, -0.115, 0.037], [-0.020, 0.018, 0.022], [0.007, -0.002, -0.005], [-0.010, -0.016, -0.001], [0.015, -0.011, -0.019], [0.009, -0.005, -0.022], [-0.006, -0.022, 0.044], [-0.006, 0.036, 0.040], [0.006, -0.005, -0.010], [0.037, -0.010, -0.016], [0.001, -0.063, -0.003], [0.002, -0.020, -0.002], [0.017, -0.041, -0.020], [0.016, 0.003, -0.012], [0.000, -0.017, -0.018], [0.010, 0.020, 0.008], [-0.042, -0.004, -0.060], [-0.010, 0.018, -0.016], [-0.037, 0.002, -0.003], [-0.006, 0.008, 0.032], [-0.036, -0.025, -0.029], [-0.007, -0.017, -0.010], [-0.015, 0.005, -0.021], [0.012, -0.012, 0.007], [0.002, 0.002, -0.041], [0.007, -0.004, 0.012], [0.012, 0.000, 0.024], [0.022, 0.013, -0.003], [-0.007, 0.019, -0.012], [0.007, 0.024, -0.009], [0.033, 0.009, -0.024]],
  "orbital_gap_ev": 6.98,
  "largest_force_ev_per_a": 1.4,
  "de_lowest_kj_mol": 0.00,
  "e_homo_ev": -7.12
}



{
  "formula": "C50H47As2Cl3GeN4O5Rb",
  "method": "wB97M-V/def2-TZVPD",
  "elements": ["Rb", "O", "C", "O", "C", "C", "C", "C", "C", "N", "C", "O", "O", "H", "H", "H", "H", "C", "C", "As", "C", "C", "C", "C", "C", "C", "C", "C", "C", "C", "C", "C", "As", "C", "C", "C", "C", "C", "C", "C", "C", "C", "C", "C", "C", "H", "H", "H", "H", "H", "H", "H", "H", "H", "H", "H", "H", "H", "H", "H", "H", "H", "H", "H", "H", "H", "H", "H", "H", "Cl", "Ge", "Cl", "Cl", "C", "N", "N", "C", "O", "C", "C", "C", "C", "C", "C", "C", "C", "C", "H", "H", "H", "H", "H", "H", "H", "H", "H", "H", "H", "H", "N", "C", "C", "C", "C", "C", "C", "H", "H", "H", "H", "H", "H", "H"],
  "positions_angstrom": [[-1.121, 0.300, -1.554], [0.124, 2.248, 3.470], [-0.644, 1.243, 3.043], [-0.334, 0.076, 3.109], [-1.962, 1.661, 2.481], [-2.672, 2.759, 2.919], [-3.968, 2.922, 2.428], [-4.462, 2.013, 1.510], [-3.631, 0.982, 1.073], [-2.413, 0.807, 1.567], [-4.115, 0.013, -0.029], [-5.338, 0.014, -0.230], [-3.193, -0.644, -0.606], [0.966, 1.856, 3.757], [-2.241, 3.437, 3.645], [-4.578, 3.751, 2.767], [-5.458, 2.084, 1.093], [1.521, -3.180, 0.390], [0.881, -2.637, 1.676], [1.995, -2.062, 3.221], [2.688, -0.321, 2.690], [2.119, 0.493, 1.715], [2.574, 1.792, 1.518], [3.615, 2.291, 2.291], [4.188, 1.488, 3.273], [3.718, 0.198, 3.478], [3.542, -3.225, 2.922], [3.370, -4.555, 3.318], [4.398, -5.477, 3.193], [5.631, -5.073, 2.690], [5.813, -3.755, 2.301], [4.772, -2.836, 2.402], [1.864, -1.792, -1.004], [3.821, -1.783, -0.894], [4.511, -0.581, -0.814], [5.901, -0.567, -0.740], [6.611, -1.759, -0.775], [5.928, -2.967, -0.879], [4.542, -2.978, -0.930], [1.656, -2.937, -2.581], [0.534, -3.755, -2.700], [0.324, -4.524, -3.839], [1.234, -4.471, -4.885], [2.339, -3.634, -4.791], [2.549, -2.871, -3.649], [0.840, -3.898, -0.071], [2.437, -3.721, 0.611], [0.263, -3.410, 2.138], [0.217, -1.791, 1.472], [1.318, 0.125, 1.092], [2.121, 2.405, 0.746], [3.980, 3.298, 2.126], [4.998, 1.869, 3.884], [4.153, -0.410, 4.263], [2.422, -4.868, 3.742], [4.246, -6.505, 3.498], [6.442, -5.785, 2.601], [6.767, -3.436, 1.896], [4.925, -1.821, 2.055], [3.966, 0.352, -0.834], [6.425, 0.379, -0.676], [7.695, -1.748, -0.732], [6.475, -3.903, -0.911], [4.023, -3.926, -1.017], [-0.194, -3.797, -1.897], [-0.551, -5.161, -3.911], [1.077, -5.069, -5.774], [3.043, -3.571, -5.612], [3.404, -2.211, -3.597], [-0.667, 2.494, -3.627], [1.063, 2.590, -2.133], [2.143, 0.756, -3.100], [2.200, 4.296, -3.116], [-3.588, 6.821, -1.718], [-2.512, 5.916, -1.344], [-2.647, 4.532, -1.395], [-1.667, 3.948, -0.592], [-1.466, 2.731, -0.505], [-0.959, 5.050, -0.007], [-1.506, 6.201, -0.486], [-1.170, 7.619, -0.169], [-3.502, 3.885, -2.327], [-3.560, 4.314, -3.646], [-4.375, 3.643, -4.544], [-5.103, 2.529, -4.139], [-5.026, 2.095, -2.822], [-4.238, 2.786, -1.912], [-4.453, 6.244, -2.018], [-3.292, 7.458, -2.551], [-3.869, 7.449, -0.870], [-0.109, 4.950, 0.651], [-0.222, 7.656, 0.363], [-1.936, 8.070, 0.466], [-1.085, 8.220, -1.075], [-2.932, 5.133, -3.975], [-4.409, 3.969, -5.576], [-5.723, 1.998, -4.853], [-5.569, 1.219, -2.482], [-4.169, 2.466, -0.883], [-2.620, -1.750, 2.348], [-3.341, -2.588, 1.653], [-4.616, -3.028, 2.144], [-5.331, -3.919, 1.413], [-4.814, -4.417, 0.191], [-3.564, -4.007, -0.295], [-2.830, -3.102, 0.412], [-3.011, -1.330, 3.182], [-1.852, -1.208, 1.921], [-5.003, -2.627, 3.074], [-6.302, -4.242, 1.762], [-5.399, -5.125, -0.382], [-3.191, -4.388, -1.235], [-1.873, -2.749, 0.062]],
  "forces_ev_per_a": [[0.767, -0.145, -0.368], [-0.248, -0.240, 0.009], [-0.015, 0.155, 0.101], [-0.063, 0.040, 0.127], [0.077, -0.023, -0.103], [-0.163, 0.087, 0.059], [0.105, 0.008, -0.005], [0.148, 0.103, 0.109], [-0.036, -0.034, -0.137], [-0.185, -0.008, -0.080], [0.028, -0.069, -0.105], [0.469, -0.183, -0.018], [-1.525, -0.195, 0.804], [0.124, 0.040, 0.003], [-0.028, -0.013, -0.064], [0.028, -0.025, -0.014], [0.000, -0.024, 0.045], [-0.084, 0.106, 0.066], [0.082, 0.040, -0.116], [-0.082, -0.085, -0.065], [0.131, 0.018, -0.017], [0.310, 0.037, -0.046], [0.118, -0.054, -0.048], [0.025, -0.052, 0.042], [-0.039, 0.070, -0.044], [-0.048, 0.073, -0.075], [0.037, -0.078, 0.020], [0.077, 0.074, -0.001], [0.007, 0.055, -0.031], [-0.042, 0.020, 0.009], [-0.023, 0.031, 0.027], [-0.001, -0.059, 0.011], [0.059, -0.241, 0.394], [0.009, -0.095, -0.185], [0.038, 0.028, 0.061], [-0.031, -0.021, 0.004], [-0.044, -0.057, -0.007], [-0.052, 0.062, -0.024], [0.057, 0.121, -0.060], [-0.011, -0.034, -0.007], [0.014, 0.004, -0.066], [0.000, 0.039, 0.027], [0.047, 0.048, 0.005], [-0.029, -0.013, 0.040], [-0.096, -0.021, -0.011], [-0.018, -0.031, 0.024], [0.093, -0.050, -0.001], [-0.068, -0.044, -0.041], [0.021, 0.002, 0.008], [-0.060, -0.032, -0.046], [-0.010, -0.032, 0.015], [-0.022, -0.039, 0.018], [-0.024, -0.006, -0.021], [0.036, -0.017, 0.005], [-0.024, -0.025, 0.015], [-0.004, 0.019, -0.002], [-0.025, 0.028, 0.007], [-0.055, -0.005, 0.031], [-0.002, 0.025, 0.003], [-0.044, 0.063, 0.026], [-0.022, -0.031, -0.003], [-0.059, -0.001, -0.002], [-0.022, 0.045, -0.005], [-0.016, -0.021, 0.005], [-0.023, -0.030, 0.007], [0.039, 0.029, 0.015], [0.005, 0.023, 0.020], [-0.025, -0.002, 0.028], [0.067, 0.016, 0.025], [-0.087, 0.313, -0.469], [0.714, 0.357, -0.035], [0.066, 0.098, -0.169], [-0.049, -0.110, 0.010], [0.100, -0.073, 0.170], [0.028, -0.064, -0.313], [-0.203, 0.026, 0.302], [0.115, 0.009, -0.090], [-0.545, 0.295, 0.290], [0.045, -0.089, 0.002], [0.001, 0.110, 0.091], [0.001, -0.021, -0.002], [0.181, 0.089, -0.035], [0.051, 0.030, -0.097], [-0.002, -0.025, 0.010], [0.001, 0.024, 0.017], [-0.018, -0.004, 0.007], [0.029, -0.083, 0.056], [-0.077, -0.097, -0.040], [0.024, -0.016, -0.022], [0.014, -0.028, -0.006], [-0.068, 0.022, -0.088], [-0.014, 0.008, -0.006], [0.015, -0.003, -0.017], [0.007, -0.038, 0.027], [-0.036, -0.026, 0.017], [-0.009, -0.002, 0.025], [0.049, 0.030, 0.045], [0.042, 0.076, -0.016], [-0.030, 0.052, -0.123], [0.421, 0.661, 0.140], [-0.315, -0.714, -0.291], [0.265, 0.143, -0.065], [0.038, -0.216, -0.369], [0.036, 0.061, 0.044], [-0.407, -0.176, 0.102], [-0.087, 0.219, 0.240], [0.154, -0.056, -0.019], [-0.264, -0.181, 0.322], [0.094, 0.018, -0.044], [0.006, -0.035, -0.066], [0.008, 0.038, 0.038], [-0.033, -0.028, -0.007], [0.091, 0.033, 0.036]],
  "orbital_gap_ev": [7.12, 3.89],
  "multiplicity": 2,
  "s_squared": 0.7845,
  "largest_force_ev_per_a": 1.7,
  "de_lowest_kj_mol": 202.60,
  "e_homo_ev": [-7.21, -7.21]
}